No. 1
Computed, not measured: one molecule with the formula C4H6N2O in a non-equilibrium geometry, with wB97M-V/def2-TZVPD.

As for the HOMO energy: -7.49 eV. The value obtained for the largest force on an atom is 3.555 eV/Å. The frontier orbital gap comes out at 8.0 eV. Its energy above the lowest of the compared OMol25 structures with the same formula, charge and spin is 501.0 kJ/mol.

Positions of all 13 atoms, in Å:
H (-0.14697, 1.88977, -1.85174)
H (-1.08908, 0.53496, -2.28187)
O (1.43035, -0.17604, 1.19933)
C (0.96139, 0.76009, 0.25510)
H (1.33137, 1.76914, 0.35219)
N (-0.24713, 0.88357, -1.84513)
H (0.42091, -1.92978, -0.37192)
H (-0.63601, -0.95242, 2.91744)
H (-1.28870, -1.28462, -0.60937)
C (-0.25181, -1.07969, -0.35143)
C (0.27848, 0.18414, -0.81960)
C (0.03832, -0.33324, 1.22327)
N (-0.80113, -0.26589, 2.18373)

Atomic partial charges in e from the natural (NBO) method, atoms 1 to 2:
1. H 0.398
2. H 0.400

No. 2
Computed, not measured: one molecule with the formula C4H6N2O, with wB97M-V/def2-TZVPD.

As for the HOMO energy: -7.51 eV. The value obtained for the largest force on an atom is 0.549 eV/Å. The frontier orbital gap comes out at 8.0 eV. Its energy above the lowest of the compared OMol25 structures with the same formula, charge and spin is 428.2 kJ/mol.

Positions of all 13 atoms, in Å:
C (-0.79013, 0.02994, 0.01073)
H (2.60453, 1.38294, 0.55711)
N (1.44392, -1.43569, 0.08226)
H (-1.71943, -1.77606, -0.76625)
H (2.34692, -1.87418, 0.25152)
N (-2.19808, 0.39078, -0.24350)
H (-2.76087, 0.78613, 0.50181)
C (-1.63132, -1.02287, 0.00508)
H (-2.40137, 0.77496, -1.16429)
O (2.74546, 0.43538, 0.44192)
C (0.37811, 0.69739, 0.06605)
H (0.43658, 1.78154, 0.06882)
C (1.54568, -0.17026, 0.18876)

Atomic partial charges in e from the natural (NBO) method, atoms 1 to 2:
1. C 0.209
2. H 0.476

No. 3
Computed, not measured: one molecule with the formula C4H6N2O, with wB97M-V/def2-TZVPD.

As for the HOMO energy (alpha / beta): -8.43 / -8.44 eV. The value obtained for the largest force on an atom is 0.625 eV/Å. The frontier orbital gap (alpha / beta) comes out at 8.1 / 8.1 eV. Its energy above the lowest of the compared OMol25 structures with the same formula, charge and spin is 371.6 kJ/mol.

Positions of all 13 atoms, in Å:
C (0.27674, 1.79696, 0.01963)
N (-1.88510, 0.12065, -0.02823)
H (0.01946, 1.75295, -1.03534)
H (-0.31088, 2.57691, 0.50052)
C (-1.28720, -0.69520, -0.73406)
C (0.00752, 0.50455, 0.74653)
H (-1.56786, -1.35679, -1.55603)
O (0.23717, 0.29845, 1.90563)
C (0.82727, -1.79725, 0.01042)
N (0.11436, -0.77066, -0.24027)
H (1.33717, 2.03656, 0.13489)
H (0.65290, -2.73065, -0.51405)
H (1.57846, -1.73648, 0.79036)

Atomic partial charges in e from the natural (NBO) method, atoms 1 to 2:
1. C -0.704
2. N -0.448

No. 4
Computed, not measured: one molecule with the formula C4H6N2O in a non-equilibrium geometry, with wB97M-V/def2-TZVPD.

As for the HOMO energy: -8.76 eV. The SMILES is Cc1cc(O)n[nH]1. The value obtained for the largest force on an atom is 1.904 eV/Å. The frontier orbital gap comes out at 9.7 eV. Its energy above the lowest of the compared OMol25 structures with the same formula, charge and spin is 200.8 kJ/mol.

Positions of all 13 atoms, in Å:
H (-2.75091, 0.56211, 0.28951)
C (0.40575, 0.08887, -0.79484)
C (1.63040, -0.00483, -0.12197)
N (0.05668, 0.57607, 1.31199)
H (0.28888, 0.12909, -1.85511)
C (-0.55538, 0.28502, 0.14408)
H (-2.10783, -0.24559, -1.16239)
H (-2.14854, -1.11279, 0.35923)
O (2.65360, -0.47997, -0.89548)
N (1.53742, 0.29763, 1.17099)
H (-0.56018, 0.55213, 2.14406)
H (3.53323, -0.52964, -0.50785)
C (-1.98312, -0.11810, -0.08222)

Atomic partial charges in e from the natural (NBO) method, atoms 1 to 2:
1. H 0.220
2. C -0.413

No. 5
Computed, not measured: one molecule with the formula C4H6N2O in a non-equilibrium geometry, with wB97M-V/def2-TZVPD.

As for the HOMO energy: -8.86 eV. The SMILES is ON1C=CCN=C1. The value obtained for the largest force on an atom is 9.916 eV/Å. The frontier orbital gap comes out at 9.5 eV. Its energy above the lowest of the compared OMol25 structures with the same formula, charge and spin is 537.5 kJ/mol.

Positions of all 13 atoms, in Å:
H (-1.46328, 2.19493, -0.36534)
N (0.85054, -0.06941, 0.40090)
N (-1.10414, -1.23618, -0.29827)
H (0.73296, -1.82236, -0.51840)
H (2.73409, 0.13361, 0.70415)
C (-0.94208, 1.20640, -0.08547)
H (-1.71050, -0.31079, 1.34038)
H (-2.64755, 0.10720, -0.20782)
O (2.06047, -0.13087, -0.09868)
C (-1.72936, 0.05579, 0.27066)
C (0.04677, -1.05270, -0.07632)
C (0.38580, 1.12137, -0.14432)
H (1.07897, 1.89830, -0.66933)

Atomic partial charges in e from the natural (NBO) method, atoms 1 to 2:
1. H 0.223
2. N -0.196

No. 6
Computed, not measured: one molecule with the formula C4H6N2O, with wB97M-V/def2-TZVPD.

As for the HOMO energy: -7.85 eV. The value obtained for the largest force on an atom is 0.555 eV/Å. The frontier orbital gap comes out at 8.4 eV. Its energy above the lowest of the compared OMol25 structures with the same formula, charge and spin is 401.5 kJ/mol.

Positions of all 13 atoms, in Å:
H (-0.03761, -1.03948, -2.31929)
C (-0.17426, 0.83273, 0.09845)
C (0.18844, -0.33515, -0.43840)
H (0.34477, -2.42182, 0.39213)
O (-0.26395, 2.06657, -0.44039)
H (0.00216, 1.93358, -1.36954)
N (-0.50852, 0.61588, 1.47943)
H (1.50890, -0.72087, -1.91857)
C (-0.20207, -0.95464, 1.84788)
C (0.13779, -1.37597, 0.60158)
H (-0.06400, 1.25312, 2.13957)
N (0.55483, -0.38396, -1.81720)
H (-1.51536, 0.64594, 1.65414)

Atomic partial charges in e from the natural (NBO) method, atoms 1 to 2:
1. H 0.373
2. C 0.370

No. 7
Computed, not measured: one molecule with the formula C4H6N2O, with wB97M-V/def2-TZVPD.

As for the HOMO energy: -8.21 eV. The SMILES is Cc1cnc(N)o1. The value obtained for the largest force on an atom is 0.421 eV/Å. The frontier orbital gap comes out at 9.1 eV. Its energy above the lowest of the compared OMol25 structures with the same formula, charge and spin is 78.2 kJ/mol.

Positions of all 13 atoms, in Å:
H (2.71529, 1.06644, 0.39688)
O (-0.30572, -0.16857, 0.77308)
H (-2.55682, -0.62507, 1.24438)
H (1.35698, -0.57543, -1.98081)
H (1.37652, 1.49151, 1.51642)
N (-2.38091, -1.12169, 0.38281)
C (0.67909, -0.57066, -1.14053)
C (0.83792, 0.07426, 0.03170)
H (-3.04832, -0.86869, -0.33660)
H (1.35747, 2.09707, -0.12270)
N (-0.57694, -1.16359, -1.19933)
C (-1.09707, -0.86969, -0.05542)
C (1.64251, 1.23410, 0.49011)

Atomic partial charges in e from the natural (NBO) method, atoms 1 to 2:
1. H 0.230
2. O -0.440

No. 8
Computed, not measured: one molecule with the formula C4H6N2O in a non-equilibrium geometry, with wB97M-V/def2-TZVPD.

As for the HOMO energy: -9.81 eV. The SMILES is O=C/C=N/N1CC1. The value obtained for the largest force on an atom is 3.817 eV/Å. The frontier orbital gap comes out at 9.7 eV. Its energy above the lowest of the compared OMol25 structures with the same formula, charge and spin is 415.6 kJ/mol.

Positions of all 13 atoms, in Å:
H (-2.79337, 1.95010, 0.22553)
H (-0.07863, -1.53393, 0.08612)
H (-2.48669, -0.60112, 1.41429)
H (-0.78782, -0.03601, 1.72679)
H (-1.19143, 2.31350, 0.84048)
C (-1.71034, 0.05115, 1.12417)
H (2.12345, 0.54100, -1.05517)
C (-1.82593, 1.47100, 0.61000)
C (0.53443, -0.61936, -0.27364)
N (-1.45327, 0.35897, -0.29547)
O (2.77911, -1.36472, -0.37426)
C (1.97870, -0.48746, -0.49360)
N (-0.10095, 0.46851, -0.56817)

Atomic partial charges in e from the natural (NBO) method, atoms 1 to 2:
1. H 0.206
2. H 0.201

No. 9
Computed, not measured: one molecule with the formula C4H6N2O in a non-equilibrium geometry, with wB97M-V/def2-TZVPD.

As for the HOMO energy (alpha / beta): -8.94 / -8.87 eV. The value obtained for the largest force on an atom is 2.704 eV/Å. The frontier orbital gap (alpha / beta) comes out at 8.1 / 7.7 eV. Its energy above the lowest of the compared OMol25 structures with the same formula, charge and spin is 721.4 kJ/mol.

Positions of all 13 atoms, in Å:
H (1.48255, -2.57766, 0.25022)
N (0.38465, 0.24742, 1.28346)
H (-1.25956, 1.68094, -1.13321)
C (-0.22124, 0.49082, -0.00902)
H (0.62257, 0.55679, -2.22221)
C (-1.08427, 0.08282, 1.13364)
C (1.07574, -1.70086, -0.18678)
C (0.72256, -0.79032, -0.98139)
O (1.01365, -0.35187, -2.18937)
H (-1.70432, 0.85532, 1.57360)
H (0.75694, 0.86439, 1.99649)
H (-1.47493, -0.91948, 1.25811)
N (-0.31435, 1.56170, -0.77354)

Atomic partial charges in e from the natural (NBO) method, atoms 1 to 2:
1. H 0.235
2. N -0.646

No. 10
Computed, not measured: one molecule with the formula C4H6N2O, with wB97M-V/def2-TZVPD.

As for the HOMO energy: -9.88 eV. The SMILES is O=CNC[C@H]1C=N1. The value obtained for the largest force on an atom is 0.423 eV/Å. The frontier orbital gap comes out at 10.7 eV. Its energy above the lowest of the compared OMol25 structures with the same formula, charge and spin is 252.5 kJ/mol.

Positions of all 13 atoms, in Å:
C (-1.55353, 0.66657, -0.46091)
H (0.15897, -1.82934, 0.43149)
H (-2.21472, 1.18409, 0.22591)
H (1.05483, -1.50810, -1.04318)
C (-0.83330, -0.49634, -0.92247)
O (1.32747, 1.83519, 1.69138)
H (-1.35913, -1.24537, -1.51665)
H (2.11985, 0.25572, -0.05638)
C (0.76620, 0.83049, 1.31008)
H (-0.21917, 0.50635, 1.70346)
N (1.25541, -0.03355, 0.37964)
N (-0.85282, 0.91334, -1.47241)
C (0.43816, -1.03467, -0.27328)

Atomic partial charges in e from the natural (NBO) method, atoms 1 to 2:
1. C 0.044
2. H 0.202

No. 11
Computed, not measured: one molecule with the formula C4H6N2O in a non-equilibrium geometry, with wB97M-V/def2-TZVPD.

As for the HOMO energy: -9.50 eV. The SMILES is [H]/N=C(/C=N/[H])C(C)=O. The value obtained for the largest force on an atom is 2.583 eV/Å. The frontier orbital gap comes out at 9.7 eV. Its energy above the lowest of the compared OMol25 structures with the same formula, charge and spin is 230.9 kJ/mol.

Positions of all 13 atoms, in Å:
H (-1.38790, -1.68541, 1.27365)
H (1.99357, -1.11617, 1.99146)
N (1.04532, -1.40292, 1.82871)
C (0.46893, -0.66768, 0.97444)
C (0.96242, 0.68906, -1.33125)
O (1.89572, 1.35783, 0.77343)
H (-2.64661, 0.42478, 0.99145)
C (1.20963, 0.58736, 0.16054)
N (-1.60850, 0.41904, 0.83454)
H (-0.10016, 0.54024, -1.77575)
H (1.54921, -0.05537, -1.93027)
H (1.31722, 1.70692, -1.70703)
C (-0.99316, -0.67279, 1.05549)

Atomic partial charges in e from the natural (NBO) method, atoms 1 to 2:
1. H 0.181
2. H 0.353

No. 12
Computed, not measured: one molecule with the formula C4H6N2O, with wB97M-V/def2-TZVPD.

As for the HOMO energy: -7.38 eV. The SMILES is Nc1ccc(O)[nH]1. The value obtained for the largest force on an atom is 0.631 eV/Å. The frontier orbital gap comes out at 8.2 eV. Its energy above the lowest of the compared OMol25 structures with the same formula, charge and spin is 102.2 kJ/mol.

Positions of all 13 atoms, in Å:
C (-0.27092, -0.03203, -1.30826)
H (-0.91935, 0.03288, -3.09285)
H (1.05423, 0.32147, 2.69617)
C (0.47694, 0.04305, 0.80007)
H (1.47475, 0.84273, -0.82668)
C (-0.87337, -0.09622, 0.85007)
N (0.87003, 0.08745, -0.54010)
N (1.47551, 0.13756, 1.79316)
C (-1.36600, -0.12828, -0.51125)
H (2.00410, -0.72876, 1.87029)
H (-1.46536, -0.20308, 1.74945)
H (-2.39373, -0.23484, -0.82920)
O (-0.06682, -0.04192, -2.65084)

Atomic partial charges in e from the natural (NBO) method, atoms 1 to 2:
1. C 0.433
2. H 0.487